Entry 1:
The following is a quantum chemistry calculation of 12 unconnected molecules or ions with the total composition C14H52N20O14 at a distorted geometry, from the OMol25 dataset.

Its charge is 0. The spin multiplicity is 1. For the gap between HOMO and LUMO, the calculation gives 9.478 eV. The SMILES is NC(N)=O.NC(N)=O.NC(N)=O.NC(N)=O.NC(N)=O.NC(N)=O.NC(N)=O.NC(N)=O.NC(N)=O.NC(N)=O.OCCO.OCCO. The total energy is -2713.5419 hartree.

CARTESIAN COORDINATES (ANGSTROEM)
O 2.702 -2.845 -4.117
O -0.261 -2.600 -4.578
O -0.037 2.662 3.811
O -2.134 -2.526 2.503
O -4.208 -0.568 -3.298
O 0.669 -0.296 5.090
O 3.175 3.448 -0.828
O 1.559 -3.538 1.272
O 1.289 1.183 0.912
O 1.336 3.238 -3.479
O -0.784 5.735 0.224
O -4.115 1.053 1.549
O 0.978 -4.578 -2.985
O 4.064 0.463 -0.476
N -3.002 1.088 -0.442
N 0.343 -0.705 0.132
N -0.981 -1.846 5.505
N -2.185 -1.200 -2.560
N 0.909 4.616 3.674
N -0.833 2.711 -4.020
N -2.856 -1.600 -4.743
N -5.078 1.990 -0.194
N -4.386 -2.049 1.924
N -3.477 -4.119 1.532
N 1.494 5.385 0.361
N -1.427 0.428 5.455
N 2.185 2.694 4.326
N 2.285 -3.909 -1.378
N 0.045 3.821 1.088
N 0.886 -2.450 3.146
N 3.022 -2.919 2.846
N 0.105 -4.551 -0.878
N -0.596 0.511 1.852
N 0.313 1.441 -2.485
C 0.399 0.343 0.955
C -3.170 -1.117 -3.522
C -4.073 1.343 0.429
C 0.349 2.533 -3.353
C 1.011 3.288 3.946
C 0.157 5.050 0.482
C 1.952 -1.665 -3.878
C -0.496 -0.511 5.343
C 1.141 -4.417 -1.774
C 0.751 -1.579 -4.769
C 3.924 1.200 -1.649
C 1.808 -2.995 2.330
C 4.106 2.763 -1.644
C -3.267 -2.869 1.994
H 2.205 -3.627 -3.777
H 0.309 4.833 2.939
H -4.085 -1.079 1.899
H -0.932 3.529 -4.600
H -3.215 1.665 -1.277
H 1.114 -1.694 -5.804
H 1.721 -1.580 -2.847
H 2.195 4.763 0.734
H 0.919 1.570 -1.675
H -3.554 -1.532 -5.467
H -0.289 -1.464 0.228
H -1.597 2.064 -3.978
H -1.248 -0.221 2.011
H 2.456 3.392 -1.465
H -0.605 1.003 -2.287
H 2.928 3.260 4.697
H 3.304 0.688 0.082
H 2.405 -3.579 -0.456
H 0.765 3.133 0.897
H 5.080 2.971 -1.206
H -4.395 -4.346 1.197
H -1.591 -2.163 4.783
H 3.856 -3.136 2.274
H 0.161 -3.464 -4.702
H -1.960 -2.072 -4.896
H 1.011 -1.659 3.825
H 4.703 0.781 -2.333
H -0.086 -2.573 2.711
H 2.026 1.774 4.715
H -2.163 1.226 0.136
H 1.758 5.181 3.736
H 2.899 -3.575 -2.105
H 1.710 6.277 0.010
H -0.748 -4.906 -1.235
H -2.747 -4.806 1.583
H 1.154 -0.898 -0.465
H -0.900 3.455 0.980
H -2.333 0.175 5.895
H -4.822 -2.189 1.006
H -0.197 -2.521 5.519
H 0.276 -0.631 -4.635
H -4.953 2.527 -0.999
H -2.410 -0.954 -1.635
H 2.661 -0.846 -4.013
H 0.372 -4.413 0.100
H -0.472 1.127 2.666
H -1.319 -1.709 -2.724
H -1.214 1.316 5.112
H 3.318 -2.544 3.725
H 4.006 3.080 -2.738
H -5.977 1.910 0.251
H 2.910 0.948 -2.024

Löwdin atomic charge list, values in e, 8 entries: -0.0895, -0.1151, -0.0265, -0.0639, 0.0193, 0.0090, -0.0923, -0.0106



Entry 2:
The following is a quantum chemistry calculation of 13 unconnected molecules or ions with the total composition C14H54N14O13 at a distorted geometry, from the OMol25 dataset.

Its charge is 0. The spin multiplicity is 1. For the gap between HOMO and LUMO, the calculation gives 8.114 eV. The total energy is -2310.3239 hartree.

CARTESIAN COORDINATES (ANGSTROEM)
O -2.229 1.460 1.731
O -1.295 -0.628 -0.616
O 3.063 -0.816 0.327
O 1.333 0.870 4.328
O 2.101 1.713 -1.953
O 1.568 -4.811 3.149
O -3.214 3.554 -2.526
O 3.089 -2.569 -2.585
O 0.088 3.128 1.734
O -6.415 -0.564 0.253
O -0.202 1.302 -5.917
O -1.378 -2.505 2.087
O 0.457 -1.273 -3.462
N 4.965 0.652 0.333
N 1.674 4.891 1.600
N 1.942 3.422 3.142
N -1.750 3.239 -0.704
N -1.613 2.860 -4.795
N -5.036 1.364 -0.024
N -3.299 -2.886 3.421
N -3.574 -2.768 1.245
N 4.127 0.220 -1.468
N -2.716 1.492 -1.460
N -4.227 -0.271 1.043
N 3.465 -3.748 2.355
N 1.584 -2.656 1.989
N -0.835 1.097 -3.627
C 1.463 -3.632 -1.182
C -2.716 -2.733 2.248
C -0.033 -0.321 -0.191
C 3.972 0.054 -0.204
C -1.905 1.038 2.999
C -5.220 0.161 0.390
C -2.551 2.779 -1.590
C 1.581 0.215 3.069
C 2.055 2.600 -0.925
C -0.940 1.705 -4.791
C 1.225 3.813 2.159
C 2.936 -3.471 -1.536
C 2.208 -3.757 2.472
C 0.119 -2.174 -4.489
H -4.157 1.399 -0.524
H 0.600 0.375 4.770
H 2.332 -0.494 3.149
H 0.881 -2.694 -0.959
H -1.464 1.212 -2.807
H 0.542 -2.721 2.028
H 1.904 0.851 2.326
H 3.681 -0.544 -1.987
H -1.166 2.689 -0.131
H -0.862 -1.960 -4.694
H 0.164 0.783 0.130
H 2.626 -2.962 -3.340
H 3.457 -3.102 -0.644
H 3.381 -4.452 -1.745
H 0.623 -0.417 -1.056
H 1.411 -4.195 -0.308
H -2.212 3.171 -3.982
H 0.269 -1.624 -2.605
H 1.096 2.884 -0.800
H -1.916 -0.018 3.056
H -3.406 0.361 1.161
H 0.418 -1.025 0.534
H 0.641 -0.301 2.741
H -5.912 1.796 -0.433
H -4.559 -3.035 1.395
H 4.084 -4.519 2.757
H 1.161 5.246 0.837
H 0.966 -4.215 -1.918
H 1.920 -1.916 1.427
H -4.275 -3.001 3.677
H 2.405 2.179 0.042
H 2.303 5.550 2.081
H 5.237 -0.065 1.061
H -1.774 3.209 -5.751
H 2.680 3.939 3.656
H 0.242 -3.212 -4.090
H 2.568 3.527 -1.073
H -3.191 -2.965 0.319
H -2.682 2.276 1.930
H -0.874 1.397 3.275
H -4.135 -1.318 1.183
H -2.659 -2.889 4.206
H 1.504 2.132 -2.606
H -1.495 4.241 -0.939
H 1.562 2.582 3.609
H 0.698 -2.055 -5.380
H -0.269 0.183 -3.624
H -3.384 1.088 -2.137
H 3.929 -2.969 1.950
H -2.657 1.378 3.680
H 4.541 1.464 0.940
H -1.769 -1.052 0.147
H 3.360 0.930 -1.715
H -2.232 0.828 -0.849

Löwdin atomic charge list, values in e, 8 entries: -0.1440, -0.1267, -0.0793, -0.1416, -0.0891, -0.1708, -0.1159, -0.0738



no.,LUMO (Ha)
1,0.0054
2,-0.0075